(1)
15
Properties=species:S:1:pos:R:3 method="wB97M-V/def2-TZVPD" e_above_lowest_kj_mol=190.88 homo_energy_ev=-9.0
H -1.0491 -1.6944 -1.1182
N -1.7412 -1.5633 -0.3958
C -1.8970 -0.6514 0.4415
N -3.0459 -0.5939 1.1760
H -1.1503 0.1094 0.6801
H -3.4312 0.2546 1.5741
H -3.7537 -1.2943 1.0757
C 1.0897 0.3108 -1.3139
N 1.8408 -0.0438 -0.3699
C 2.6803 0.9223 0.2947
H 0.3399 -0.3657 -1.7101
H 1.2082 1.2772 -1.8210
H 2.4905 0.7952 1.3569
H 2.6922 1.9498 -0.0745
H 3.7266 0.5875 0.2043

=====

(2)
159
Properties=species:S:1:pos:R:3 method="wB97M-V/def2-TZVPD" e_above_lowest_kj_mol=508.00 homo_energy_ev=-7.6
C -0.9506 7.8420 -2.7205
O -1.9975 8.3073 -1.8541
C -2.1674 9.6947 -1.6628
C -3.4829 9.9527 -0.9427
C -3.9731 11.4295 -0.8313
N -3.1593 9.4218 0.3534
H -0.0493 7.4934 -2.2161
H -0.7080 8.6780 -3.3765
H -1.4570 7.1344 -3.3769
H -1.2059 9.9683 -1.2282
H -2.1351 10.3079 -2.5634
H -4.2892 9.3175 -1.3096
H -3.2000 11.9313 -0.2494
H -4.9753 11.6725 -0.4781
H -3.9872 11.9589 -1.7840
H -4.1068 9.2924 0.6782
H -2.8758 8.4626 0.2126
C 0.5473 -3.0195 2.4730
O -0.5395 -3.0588 3.4121
C -0.3163 -3.9694 4.5369
C -1.3328 -3.4817 5.6724
C -1.0319 -2.1276 6.2749
N -1.4208 -4.3880 6.8061
H 0.5649 -3.9591 1.9209
H 1.4769 -2.8293 3.0095
H 0.3815 -2.2806 1.6891
H -0.5047 -4.9883 4.1987
H 0.7019 -3.9063 4.9208
H -2.3593 -3.6142 5.3305
H -1.7757 -1.5106 6.7791
H -0.5751 -1.5032 5.5071
H -0.3447 -2.2039 7.1175
H -0.6385 -4.5645 7.4201
H -1.7979 -5.2986 6.5851
C 1.9907 5.0127 1.5815
O 0.6913 4.3193 1.7450
C -0.0222 4.3412 0.5544
C -0.9480 5.4586 0.7404
C -2.1357 5.0692 1.6852
N -1.5550 5.6685 -0.5695
H 2.5817 4.3129 0.9908
H 2.4130 5.1934 2.5700
H 2.0284 5.9568 1.0380
H 0.5788 4.5690 -0.3259
H -0.6544 3.4539 0.5234
H -0.3289 6.3040 1.0407
H -1.7581 4.5581 2.5709
H -2.8845 4.3765 1.3013
H -2.5356 6.0331 2.0001
H -2.3669 6.2692 -0.5675
H -0.9719 6.2288 -1.1747
C 3.7751 -2.8529 -3.2526
O 3.2870 -1.9485 -2.2533
C 2.0959 -1.3976 -2.7086
C 1.3933 -0.8245 -1.4214
N 0.0397 -0.3375 -1.5886
C -0.2229 0.4689 -2.7218
C 0.5982 1.7838 -2.6905
O -0.1171 2.5501 -3.6383
C 0.0895 3.9548 -3.6292
H 4.7618 -3.0035 -2.8146
H 3.9172 -2.4625 -4.2604
H 3.2294 -3.7887 -3.1320
H 1.3954 -2.0808 -3.1888
H 2.2279 -0.5374 -3.3650
H 1.8668 -0.0165 -0.8638
H 1.2539 -1.6159 -0.6850
H -0.7241 -0.8562 -1.1790
H -1.3069 0.5695 -2.6671
H -0.0927 -0.0606 -3.6656
H 1.6372 1.5516 -2.9243
H 0.5448 2.3089 -1.7368
H 1.1388 4.1076 -3.8813
H -0.1087 4.3150 -2.6197
H -0.5399 4.5821 -4.2605
C -3.5430 2.3873 -1.1991
O -3.8468 1.0518 -0.9093
C -3.4434 0.7505 0.4345
C -3.3236 -0.7790 0.6147
N -2.1914 -1.3190 -0.0844
C -2.1673 -2.7467 0.2561
C -3.3162 -3.6976 -0.4246
O -3.1157 -3.6188 -1.8518
C -4.1056 -4.1177 -2.6605
H -3.9455 3.0830 -0.4628
H -3.9759 2.7287 -2.1394
H -2.4640 2.5073 -1.2970
H -4.1604 1.1959 1.1242
H -2.4583 1.1791 0.6185
H -4.1715 -1.2630 0.1303
H -3.2732 -1.0333 1.6734
H -2.4779 -1.3925 -1.0501
H -2.0888 -3.0384 1.3034
H -1.2133 -3.1807 -0.0436
H -4.3336 -3.4497 -0.1220
H -3.2708 -4.7314 -0.0820
H -3.9565 -4.0620 -3.7388
H -5.0312 -3.5818 -2.4501
H -4.3318 -5.0908 -2.2247
C 3.3570 -3.5960 0.2528
O 3.0591 -4.7896 0.9555
C 4.0021 -5.0060 2.0257
C 3.8367 -6.4473 2.5566
N 4.7315 -6.7857 3.6435
C 5.1681 -8.1748 3.6153
C 3.9777 -8.9397 4.3086
O 4.0270 -9.0635 5.7478
C 3.4669 -7.8302 6.3555
H 2.6467 -3.5017 -0.5685
H 4.3095 -3.6040 -0.2771
H 3.1494 -2.8984 1.0641
H 3.9335 -4.2721 2.8287
H 5.0409 -5.0078 1.6955
H 3.8249 -7.1372 1.7128
H 2.8375 -6.4910 2.9900
H 5.5235 -6.1691 3.5308
H 6.0507 -8.1589 4.2548
H 5.2963 -8.6851 2.6606
H 4.0583 -9.8750 3.7547
H 2.9775 -8.5929 4.0491
H 2.4913 -7.6275 5.9137
H 3.9629 -6.8665 6.2401
H 3.2465 -7.9946 7.4102
C -0.7457 0.7418 3.0259
C 0.6257 0.7096 2.2873
O 1.4188 1.8337 2.5009
H -1.0584 1.7753 3.1753
H -0.6056 0.3150 4.0191
H -1.5053 0.1240 2.5471
H 0.5067 0.4424 1.2372
H 1.2171 -0.0689 2.7691
H 1.1294 2.6928 2.1849
C -4.0023 -0.4528 -3.8468
C -5.2966 -0.2769 -4.6675
O -6.0071 0.9745 -4.3634
H -4.1229 -0.7422 -2.8029
H -3.3975 0.4512 -3.9191
H -3.2067 -1.0520 -4.2895
H -5.8825 -1.1940 -4.6055
H -5.0138 -0.2700 -5.7201
H -6.7211 1.0811 -4.9962
C 5.8488 -0.3871 -0.2970
C 5.3531 -0.2759 1.1079
O 5.4446 1.0856 1.4453
H 6.6149 0.3714 -0.4581
H 5.1045 -0.0445 -1.0158
H 6.1392 -1.4061 -0.5529
H 6.0546 -0.8837 1.6794
H 4.4414 -0.8471 1.2829
H 4.5664 1.3521 1.7269
C 1.2880 -0.9034 -6.3276
C 0.7662 -1.7425 -7.4398
O 0.5690 -3.0776 -7.0696
H 1.7229 0.0672 -6.5665
H 1.8314 -1.3814 -5.5125
H 0.3980 -0.4507 -5.8904
H 1.5134 -1.8299 -8.2286
H -0.1755 -1.3228 -7.7934
H -0.1595 -3.3703 -7.6219

=====

(3)
82
Properties=species:S:1:pos:R:3 method="wB97M-V/def2-TZVPD" e_above_lowest_kj_mol=0.00 spin_multiplicity=5 homo_energy_ev="-8.6 / -8.6"
Mn -0.0321 -0.0387 1.0984
C 0.2735 -2.9739 3.8211
C -1.1975 -3.2441 3.5049
C -1.3692 -4.6027 2.8111
C -1.9713 -2.1964 2.7323
C -3.2761 -1.8433 3.0902
C -3.7394 -1.0652 2.0550
N -2.7804 -0.9725 1.1281
N -1.6667 -1.6325 1.5458
B -2.9989 -0.2460 -0.2257
N -2.6295 1.2443 -0.1129
C -3.5088 2.1909 0.2400
C -2.8389 3.3870 0.3471
C -1.5021 3.0796 0.0601
N -1.3835 1.7652 -0.1950
C -0.3791 4.0822 -0.0474
C -0.8848 5.4984 0.2266
C 0.7946 3.7812 0.8813
N -2.2840 -0.9254 -1.4064
C -2.9981 -1.3363 -2.4651
C -2.1330 -1.8580 -3.3870
C -0.8583 -1.7357 -2.8104
N -0.9591 -1.1588 -1.5920
C 0.3287 -2.2184 -3.6279
C 1.2581 -3.2297 -2.9656
C 1.1636 -1.0761 -4.2025
H 0.6574 -3.7642 4.4696
H 0.8879 -2.9483 2.9272
H 0.3739 -2.0234 4.3262
H -1.7111 -3.3039 4.4674
H -0.8702 -4.6120 1.8414
H -0.9411 -5.3971 3.4253
H -2.4252 -4.8269 2.6539
H -3.8013 -2.1374 3.9826
H -4.6987 -0.5977 1.9067
H -4.1706 -0.3007 -0.4666
H -4.5565 1.9642 0.3511
H -3.2678 4.3467 0.5749
H -0.0242 4.0604 -1.0808
H -1.2622 5.5769 1.2474
H -0.0618 6.2056 0.1168
H -1.6785 5.7798 -0.4669
H 0.4928 3.8743 1.9197
H 1.1586 2.7673 0.7393
H 1.6115 4.4824 0.6922
H -4.0690 -1.2300 -2.4917
H -2.3670 -2.2739 -4.3524
H -0.1340 -2.7322 -4.4734
H 1.9051 -2.7321 -2.2460
H 0.6888 -4.0210 -2.4807
H 1.8943 -3.6900 -3.7244
H 1.6853 -0.5715 -3.3945
H 1.9030 -1.4668 -4.9055
H 0.5285 -0.3688 -4.7358
S 2.1488 -3.9992 0.9829
C 3.2468 -2.7155 1.2931
C 2.6295 -1.5255 1.1234
N 1.3094 -1.6144 0.7464
C 0.9292 -2.8565 0.6448
H 4.2677 -2.9078 1.5754
H 3.0790 -0.5585 1.2648
H -0.0702 -3.1428 0.3557
O 0.3249 2.2295 3.8637
S -0.0840 0.9271 3.4344
O -1.0365 1.0033 2.2327
O 1.0480 0.2034 2.6885
O -0.6534 0.1020 4.4605
C 4.2628 1.7314 -0.5240
N 3.2388 2.0501 -1.5060
C 3.6487 2.8138 -2.6721
C 1.9649 1.6470 -1.3107
C 0.9432 2.1441 -2.2948
O 1.6728 0.9124 -0.3613
H 4.8727 2.6143 -0.3330
H 4.9092 0.9204 -0.8702
H 3.7788 1.4337 0.4000
H 4.7333 2.8808 -2.6761
H 3.2423 3.8278 -2.6611
H 3.3396 2.3269 -3.5976
H 0.8981 3.2325 -2.2581
H -0.0219 1.7281 -2.0178
H 1.2021 1.8566 -3.3108

=====

(4)
63
Properties=species:S:1:pos:R:3 method="wB97M-V/def2-TZVPD" charge=+1 homo_energy_ev=-10.1
C -0.0858 2.8394 2.8896
C -1.3969 2.4005 1.9478
B -1.6893 0.8027 2.3682
O -2.8059 0.3768 3.2382
N -0.7356 -0.2857 1.8736
C 0.0527 -1.2891 2.7046
C 0.7638 -2.1151 1.4691
N 0.3914 -1.5301 0.1141
C -0.5551 -0.3752 0.3729
H -0.2798 2.3057 3.9327
H 0.0247 4.0016 2.9872
H 0.8384 2.3030 2.3950
H -1.1702 2.4436 0.8004
H -2.3412 3.0606 2.1524
H -2.4303 -0.1744 3.9889
H 0.1138 -1.4112 3.8672
H 1.4780 -3.0512 1.5857
H 0.7026 -1.8274 -0.8526
H -1.0294 0.2850 -0.4736
C -5.1217 3.6897 0.5227
C -4.1998 4.8832 0.2994
N -3.3542 4.7699 -0.8936
C -2.2902 5.7777 -0.9475
C -2.7086 7.2398 -1.0695
C -4.0500 4.5321 -2.1601
C -5.0920 5.5561 -2.5979
H -4.5568 2.7542 0.5667
H -5.6534 3.8045 1.4747
H -5.8792 3.6053 -0.2611
H -3.5520 4.9524 1.1837
H -4.8013 5.7975 0.2813
H -1.6029 5.5373 -1.7682
H -1.6820 5.6765 -0.0385
H -3.0421 7.4788 -2.0826
H -1.8501 7.8872 -0.8589
H -3.4985 7.5107 -0.3655
H -4.5400 3.5524 -2.1041
H -3.3131 4.4137 -2.9647
H -5.7455 5.8701 -1.7804
H -5.7304 5.1204 -3.3750
H -4.6267 6.4428 -3.0338
C 2.5929 -4.4905 -1.9350
C 3.7373 -5.4969 -1.8961
N 4.8475 -5.1056 -1.0212
C 6.0459 -5.9315 -1.2012
C 5.9449 -7.4101 -0.8390
C 4.5012 -4.8074 0.3701
C 3.8215 -5.9059 1.1810
H 2.9475 -3.4966 -2.2224
H 1.8463 -4.8058 -2.6736
H 2.0811 -4.4151 -0.9718
H 4.1148 -5.5866 -2.9237
H 3.3371 -6.4787 -1.6243
H 6.8804 -5.4876 -0.6442
H 6.3488 -5.8632 -2.2547
H 5.9547 -7.5598 0.2436
H 6.8116 -7.9474 -1.2398
H 5.0514 -7.8835 -1.2520
H 3.8489 -3.9256 0.3802
H 5.3997 -4.4779 0.9073
H 3.0330 -6.4166 0.6232
H 3.3580 -5.4695 2.0732
H 4.5398 -6.6501 1.5319

=====

(5)
98
Properties=species:S:1:pos:R:3 method="wB97M-V/def2-TZVPD" e_above_lowest_kj_mol=19.82 spin_multiplicity=4 homo_energy_ev="-7.0 / -7.4"
Mn 0.5835 -0.6521 -0.5306
C -0.8770 -1.5909 1.9264
C -1.2661 -2.1689 0.7075
C -0.0474 -2.6328 0.0476
Si -3.0105 -2.1062 0.0457
C 1.0703 -2.2124 0.8682
C 0.5217 -1.4898 2.0094
Si 1.3907 -0.4231 3.2720
H -1.5687 -1.2898 2.7179
H 0.0358 -3.3351 -0.7794
H 2.0902 -2.5659 0.7338
Cl 3.2661 -0.0097 -4.7497
C 0.1797 0.3158 4.4797
C 2.6395 -1.4574 4.1997
C -4.1905 -1.3628 1.2827
C -3.5657 -3.8405 -0.3597
H 2.1019 -2.3349 4.5931
H 3.0395 -0.8829 5.0497
H 3.4753 -1.8049 3.5781
H -0.3467 1.1887 4.0693
H 0.7184 0.6340 5.3857
H -0.5824 -0.4203 4.7753
H -3.3550 -4.4575 0.5284
H -3.0534 -4.2814 -1.2247
H -4.6516 -3.8472 -0.5416
H -3.9159 -1.6432 2.3098
H -5.2003 -1.7520 1.0809
H -4.2292 -0.2656 1.2368
C 2.1939 0.9524 2.2232
C -2.8678 -0.9798 -1.4846
P 2.7228 0.4421 0.5340
H 3.0275 1.3785 2.8083
H 1.4213 1.7369 2.1085
P -1.2611 -1.0753 -2.3772
H -2.9835 0.0583 -1.1154
H -3.7191 -1.2052 -2.1505
C -1.3997 0.0762 -3.8331
C -1.2522 -2.8032 -3.1280
C 4.1345 -0.7598 0.8386
C 3.5196 1.9250 -0.2578
C 2.6087 2.4812 -1.3561
H 4.4342 1.5259 -0.7358
C 3.9191 3.0123 0.7486
H 3.0454 3.4034 1.2877
H 4.3868 3.8451 0.2064
H 4.6482 2.6521 1.4857
H 2.4375 1.7555 -2.1635
H 3.0789 3.3661 -1.8071
H 1.6220 2.7752 -0.9626
H 3.6827 -1.5547 1.4519
C 5.3010 -0.1469 1.6152
C 4.6133 -1.3805 -0.4751
H 5.0029 0.2301 2.6017
H 5.7768 0.6694 1.0549
H 6.0598 -0.9275 1.7734
H 3.8122 -1.9363 -0.9754
H 5.4353 -2.0850 -0.2804
H 4.9864 -0.6135 -1.1677
H -1.3403 -3.4673 -2.2540
C 0.0846 -3.0894 -3.8157
C -2.4258 -3.0861 -4.0692
H -3.4021 -2.9699 -3.5806
H -2.3495 -4.1302 -4.4100
H -2.3976 -2.4435 -4.9602
H 0.9224 -3.0294 -3.1121
H 0.2776 -2.3844 -4.6365
H 0.0780 -4.1051 -4.2387
C -0.5745 1.3360 -3.5622
C -2.8454 0.4229 -4.2162
H -0.9286 -0.4788 -4.6662
H -3.3666 0.9375 -3.3967
H -3.4285 -0.4642 -4.4959
H -2.8292 1.0948 -5.0855
H -0.9030 1.8549 -2.6471
H -0.6723 2.0311 -4.4077
H 0.4944 1.1125 -3.4417
C 2.8021 -1.0468 -3.3989
H 2.0480 -0.5469 -2.7658
H 2.4240 -1.9858 -3.8181
H 3.7124 -1.2852 -2.8387
O -0.5292 2.8551 -0.8225
C -0.8307 2.1003 0.1160
O -0.4472 0.8766 0.2766
C -1.7498 2.5886 1.1972
C -2.3806 1.6972 2.0771
C -3.1427 2.2130 3.1464
C -3.3580 3.5891 3.2859
C -2.7481 4.4589 2.3694
C -1.9321 3.9675 1.3397
N -2.9584 5.8739 2.4826
O -3.6825 6.2801 3.4140
O -2.4171 6.6320 1.6505
N -3.5954 1.3277 4.1900
O -3.2638 0.1151 4.1111
O -4.2731 1.7794 5.1303
H -2.2896 0.6180 1.9585
H -3.9690 3.9855 4.0877
H -1.4518 4.6357 0.6275

=====

(6)
75
Properties=species:S:1:pos:R:3 method="wB97M-V/def2-TZVPD" e_above_lowest_kj_mol=348.60 homo_energy_ev=-10.5
C 2.1093 -0.5610 1.4970
C 1.1695 -1.5742 0.9344
O -0.1391 -1.2043 1.2749
S -1.4813 -2.2167 1.0222
C -1.2869 -3.3723 2.4723
O -2.6844 -1.4035 1.2903
O -1.2607 -2.9590 -0.2241
H 2.1048 0.2937 0.8206
H 3.1336 -0.9317 1.5360
H 1.8699 -0.2377 2.5101
H 1.3617 -1.6855 -0.1327
H 1.3496 -2.5137 1.4569
H -2.1055 -4.0745 2.6296
H -0.9688 -2.7964 3.3414
H -0.4714 -4.0213 2.1530
C 4.0782 -5.5387 -3.6136
C 2.6679 -5.8419 -4.0887
O 1.9519 -4.6088 -4.1540
S 1.1201 -4.0709 -5.4343
C -0.6362 -4.4884 -5.0926
O 1.2851 -2.6076 -5.3629
O 1.4137 -4.8267 -6.6491
H 4.6612 -6.4465 -3.4583
H 4.0113 -4.9384 -2.7063
H 4.7272 -4.9500 -4.2619
H 2.5384 -6.2835 -5.0768
H 2.1451 -6.5421 -3.4372
H -1.0454 -3.6705 -4.4996
H -0.5205 -5.5165 -4.7496
H -1.2291 -4.4557 -6.0066
C -3.2164 3.9162 2.1598
C -4.2878 4.5234 1.2491
O -5.4139 3.7375 1.5324
S -6.5949 3.4311 0.3439
C -6.1623 1.6472 -0.0541
O -7.9386 3.5440 0.9080
O -6.2442 4.2756 -0.8146
H -2.3350 4.5544 2.2221
H -2.9341 2.8713 2.0309
H -3.5863 4.0232 3.1796
H -4.3456 5.5463 1.6213
H -4.0038 4.4562 0.1989
H -5.0932 1.4354 -0.0356
H -6.7025 1.4213 -0.9735
H -6.6671 1.0897 0.7349
C 4.7494 0.8351 5.3328
C 4.1494 1.2529 3.9800
O 3.0945 2.1724 4.3625
S 2.5212 3.2459 3.2564
C 3.7088 4.6780 3.5424
O 2.7897 2.7380 1.9275
O 1.1664 3.6180 3.6562
H 5.1696 -0.1653 5.2290
H 3.9276 0.6820 6.0323
H 5.4427 1.5381 5.7947
H 4.9468 1.7182 3.4007
H 3.6564 0.3719 3.5690
H 3.0300 5.5037 3.7561
H 4.2132 4.7105 2.5767
H 4.3721 4.6396 4.4065
C -0.9312 -0.4009 -3.5810
C 0.0678 0.4478 -2.8585
O -0.2360 1.7471 -2.4902
S -1.4969 2.1507 -1.5217
C -0.6199 2.2272 0.1216
O -1.9965 3.5068 -1.7726
O -2.4235 1.0384 -1.5489
H -1.5351 -0.9678 -2.8725
H -0.5481 -1.0617 -4.3586
H -1.6056 0.3046 -4.0663
H 0.6153 -0.0553 -2.0616
H 0.8987 0.5248 -3.5598
H -1.2659 2.6748 0.8769
H 0.3322 2.7384 0.2639
H -0.5370 1.1575 0.3136